Below is one molecule with the formula C6H16Si2 at a distorted geometry, with properties calculated with ωB97M-V/def2-TZVPD.

Geometry (Å):
C: 1.4187 -0.4719 2.3138
C: 0.0957 0.0081 -0.1329
C: 0.4941 0.8646 -2.4682
C: -2.2788 -0.6938 -0.1494
C: 0.0826 1.2586 -0.9920
C: -0.9151 -1.1449 -0.4776
Si: 1.8610 -0.5551 0.4987
Si: -0.1326 0.5434 2.0363
H: 1.1325 -1.2683 2.9398
H: 2.0755 0.1412 2.9734
H: 0.4697 1.6667 -3.2796
H: -0.2153 0.1188 -2.9302
H: 1.4086 0.2525 -2.4008
H: -2.5156 -0.1480 0.8918
H: -2.9585 -1.5675 -0.2981
H: -2.6252 -0.0674 -0.8589
H: -0.9585 1.7696 -0.9136
H: 0.8300 1.9268 -0.7119
H: -0.8313 -1.2291 -1.6102
H: -0.6435 -2.1263 0.1059
H: 2.9366 0.3183 0.2641
H: 2.2287 -1.9048 0.1475
H: -1.3515 0.2947 2.8615
H: 0.3923 2.0139 2.1906

Properties
Total charge: 0
Highest occupied orbital energy, eV: -8.49
Maximum force, eV/A: 4.2
Electronic energy, a.u.: -817.08729
ΔE to the lowest compared entry with this formula, charge and spin, eV: 1.084
HOMO-LUMO gap, eV: 9.265

***

Below is one molecule with the formula C3H4O2S at a distorted geometry, with properties calculated with ωB97M-V/def2-TZVPD.

Geometry (Å):
C: -0.0340 -0.2104 -0.0065
C: 1.2339 0.0305 0.0648
C: -1.3153 0.5723 0.0441
O: -0.2076 -1.5151 0.2038
O: 3.5185 0.3174 -0.8949
S: 2.7697 0.2656 0.3720
H: -1.0753 1.4922 0.4907
H: -1.8040 0.9655 -0.8458
H: -1.9367 -0.0557 0.6971
H: -1.1492 -1.8623 -0.1253

Properties
Total charge: 0
Highest occupied orbital energy, eV: -9.21
Maximum force, eV/A: 5.5
Electronic energy, a.u.: -665.25685
ΔE to the lowest compared entry with this formula, charge and spin, eV: 3.504
HOMO-LUMO gap, eV: 9.339

***

Below is a 7-piece molecular cluster, C10H34O7 overall at a distorted geometry, with properties calculated with ωB97M-V/def2-TZVPD.

Geometry (Å):
C: -0.9651 -1.9659 -1.0924
C: -0.4980 -0.7212 -0.3732
O: -1.4814 0.1028 0.1570
H: -0.1508 -2.6860 -1.1733
H: -1.1068 -1.7967 -2.1598
H: -1.7954 -2.4780 -0.6062
H: 0.2447 -0.2154 -0.9902
H: 0.0388 -1.0539 0.5151
H: -1.0619 0.9361 0.3832
C: 2.9758 3.2131 -0.6465
C: 2.2829 3.5849 -1.9811
O: 2.4311 2.5372 -2.9242
H: 2.3587 2.4675 -0.1450
H: 3.0369 4.0933 -0.0066
H: 3.8997 2.6655 -0.8330
H: 2.7077 4.5467 -2.2686
H: 1.2040 3.7117 -1.8925
H: 3.3605 2.3050 -2.8615
C: 2.1379 -1.2837 4.5111
C: 1.2116 -0.1487 4.9134
O: 0.1845 -0.5155 5.7577
H: 1.6265 -1.6670 3.6281
H: 2.1513 -2.0721 5.2636
H: 3.1642 -0.9941 4.2852
H: 0.7666 0.2762 4.0136
H: 1.8484 0.6405 5.3129
H: -0.5623 -0.0161 5.4195
C: -2.1271 -4.4439 4.3415
C: -3.3722 -3.8268 3.6579
O: -4.3971 -4.4864 4.2868
H: -1.2139 -3.8681 4.1912
H: -1.8765 -5.4641 4.0508
H: -2.3020 -4.2279 5.3954
H: -3.3792 -3.9638 2.5765
H: -3.3635 -2.7969 4.0146
H: -5.1823 -4.2364 3.7943
C: 1.8580 0.1116 -8.2531
C: 0.7834 0.6577 -7.3253
O: 0.9112 -0.0918 -6.1652
H: 1.7025 -0.9284 -8.5401
H: 2.8042 0.1096 -7.7120
H: 2.0563 0.7233 -9.1332
H: -0.1996 0.5792 -7.7897
H: 1.0352 1.7126 -7.2166
H: 0.7108 0.4200 -5.3781
O: -4.2355 3.5585 0.0165
H: -4.9054 3.4679 -0.6612
H: -3.9484 2.6622 0.1915
O: -0.3695 3.3268 2.2431
H: -1.2222 3.7397 2.3798
H: 0.2224 3.7991 2.8286

Properties
Total charge: 0
Highest occupied orbital energy, eV: -10.05
Maximum force, eV/A: 3.0
SMILES string: CCO.CCO.CCO.CCO.CCO.O.O
Electronic energy, a.u.: -927.95753
ΔE to the lowest compared entry with this formula, charge and spin, eV: 3.120
HOMO-LUMO gap, eV: 10.236

***

Below is one molecule with the formula ClH2NOS at a distorted geometry, with properties calculated with ωB97M-V/def2-TZVPD.

Geometry (Å):
N: 0.4069 -0.0795 -1.3446
O: -1.1975 -0.5236 0.7840
S: 0.3649 -0.5433 0.3295
Cl: 0.7796 1.3397 1.3247
H: 1.2495 -0.5681 -1.7895
H: -1.6035 0.3748 0.6959

Properties
Total charge: 0
Highest occupied orbital energy (alpha / beta), eV: -9.65 / -9.65
Maximum force, eV/A: 5.6
Electronic energy, a.u.: -989.49386
ΔE to the lowest compared entry with this formula, charge and spin, eV: 1.460
HOMO-LUMO gap (alpha / beta), eV: 8.931 / 8.930

***

Below is C10H17NO5Zn as an isolated structure at a distorted geometry, with properties calculated with ωB97M-V/def2-TZVPD.

Geometry (Å):
Zn: -0.0160 0.1493 1.0970
O: -0.5075 1.0503 -0.8695
C: -0.3913 0.6622 -2.0648
O: 1.0520 -1.5379 -0.4017
C: 0.9519 -1.4584 -1.6294
O: 1.5268 -2.3881 -2.3867
N: 0.2828 -0.5115 -2.4305
C: 1.2433 -2.1188 -3.7970
C: 0.3747 -0.9006 -3.8488
H: 0.7405 -3.0045 -4.1984
H: 2.2039 -1.9507 -4.2927
H: -0.6178 -1.1269 -4.2488
H: 0.8346 -0.1058 -4.4391
C: -0.9749 1.4969 -3.0859
C: -1.6360 2.6244 -2.7044
H: -0.8640 1.2154 -4.1326
H: -1.7493 2.8977 -1.6623
H: -2.0653 3.2684 -3.4650
C: -2.6887 -0.5178 2.3340
O: -1.2974 -0.2083 2.4758
C: -0.7021 -0.2575 3.8046
C: 0.6041 0.5465 3.8139
O: 1.2738 0.4099 2.5199
C: 2.6808 0.6739 2.4376
H: -2.8939 -0.6166 1.2627
H: -3.2736 0.3094 2.7494
H: -2.9140 -1.4536 2.8545
H: -1.4263 0.1543 4.5158
H: -0.4897 -1.3135 4.0272
H: 0.3801 1.6167 3.9495
H: 1.2874 0.1912 4.5939
H: 2.8953 1.0065 1.4181
H: 2.9512 1.4495 3.1585
H: 3.2246 -0.2522 2.6454

Properties
Total charge: +2
Highest occupied orbital energy, eV: -17.04
Maximum force, eV/A: 2.8
Electronic energy, a.u.: -2600.94447
HOMO-LUMO gap, eV: 9.981

***

Below is C28H39AsNOSbSe4Tc as an isolated structure, with properties calculated with ωB97M-V/def2-TZVPD.

Geometry (Å):
Tc: 1.0938 -0.0482 -1.0322
Se: 2.7050 -3.8253 -0.3274
Sb: 1.6711 -6.0972 -0.8645
Se: 0.2336 -1.8853 -2.2122
Se: 0.7878 -2.5247 -0.0055
Se: -0.5896 -5.6999 -1.0359
C: 6.3370 1.0725 -4.4341
C: 5.0648 0.7940 -3.6929
C: 3.8916 1.4897 -3.9714
C: 2.7370 1.2032 -3.2766
N: 2.6909 0.2651 -2.3174
C: 3.8099 -0.4357 -2.0615
C: 5.0000 -0.1912 -2.7143
H: 6.2912 2.0222 -4.9622
H: 6.5225 0.2884 -5.1698
H: 7.1878 1.0888 -3.7542
H: 3.8723 2.2597 -4.7301
H: 1.8106 1.7194 -3.4739
H: 3.7185 -1.2169 -1.3177
H: 5.8710 -0.7790 -2.4588
C: -2.7629 -2.6375 0.8793
As: -1.7184 -1.1277 1.5419
C: -3.1961 -0.0279 2.1854
C: -1.0962 -1.8801 3.2593
C: -2.1669 -2.3658 4.1842
C: -2.6983 -1.5233 5.1573
C: -3.7162 -1.9564 5.9935
C: -4.2198 -3.2432 5.8700
C: -3.6940 -4.0940 4.9079
C: -2.6770 -3.6569 4.0726
H: -3.6045 -2.8524 1.5364
H: -2.1192 -3.5151 0.8031
H: -3.1231 -2.3910 -0.1191
H: -3.8274 -0.6042 2.8609
H: -3.7897 0.2981 1.3325
H: -2.8172 0.8513 2.7062
H: -0.4998 -1.0930 3.7273
H: -0.4144 -2.6891 2.9835
H: -2.3063 -0.5182 5.2642
H: -4.1122 -1.2893 6.7473
H: -5.0112 -3.5833 6.5232
H: -4.0718 -5.1027 4.8119
H: -2.2641 -4.3318 3.3318
C: 2.1836 0.7389 2.2881
C: 1.7930 1.9471 1.4501
C: 2.9610 2.7097 0.8767
O: 0.9023 1.4532 0.3824
H: 3.2612 0.6982 2.4415
H: 1.8778 -0.1853 1.7927
H: 1.7010 0.7537 3.2629
H: 1.1476 2.6144 2.0245
H: 3.5582 2.0838 0.2079
H: 3.6008 3.0121 1.7068
H: 2.6571 3.6090 0.3444
C: -1.3394 2.9326 0.0660
C: -0.6367 2.5665 -1.2421
C: -0.4291 3.8541 -2.0527
C: 0.7478 1.9703 -0.9497
C: -1.4338 1.5431 -2.0618
C: -1.0826 1.2828 -3.3885
C: -1.7512 0.3341 -4.1444
C: -2.8033 -0.3804 -3.5868
C: -3.1847 -0.1166 -2.2823
C: -2.5067 0.8343 -1.5296
H: -0.7661 3.6968 0.5945
H: -1.4466 2.0758 0.7317
H: -2.3290 3.3434 -0.1338
H: 0.0603 4.6080 -1.4345
H: -1.3811 4.2575 -2.3963
H: 0.1960 3.6942 -2.9318
H: 1.5815 2.6228 -1.2148
H: -0.2915 1.8517 -3.8584
H: -1.4623 0.1622 -5.1726
H: -3.3327 -1.1187 -4.1731
H: -4.0222 -0.6450 -1.8453
H: -2.8304 1.0292 -0.5199

Properties
Total charge: +1
Highest occupied orbital energy, eV: -10.22
Maximum force, eV/A: 0.9
Electronic energy, a.u.: -13382.64915
ΔE to the lowest compared entry with this formula, charge and spin, eV: 1.576
HOMO-LUMO gap, eV: 6.269